Below is 6 unconnected molecules or ions with the total composition C24H66N6O6, with properties calculated with wB97M-V/def2-TZVPD.

## Properties
HOMO energy (eV): -9.0
Orbital gap (eV): 9.6798
E (eV): -47176.473
SMILES: COC[C@H](C)N.COC[C@H](C)N.COC[C@H](C)N.COC[C@H](C)N.COC[C@H](C)N.COC[C@H](C)N
Energy above the lowest of the compared OMol25 structures with the same formula, charge and spin (kcal/mol): 120.9

The geometry in XYZ format:
```
102
Properties=species:S:1:pos:R:3:forces:R:3:lowdin_charge:R:1
H 1.784920 2.461549 -2.007955 -0.5 -0.4 0.3 0.089
N 3.673181 8.045054 2.269308 -0.5 -0.4 -0.3 0.043
H 5.485153 -0.349887 0.928871 0.0 0.2 0.6 0.066
H -0.631599 -10.432733 0.568624 0.3 -0.4 0.0 0.082
H 6.376822 -6.827361 8.325702 -0.4 0.3 0.2 0.066
H 6.063231 -4.024647 8.246299 -0.2 -0.6 0.6 0.113
H 3.923629 -0.515079 0.247258 0.3 0.4 -1.2 0.058
C 1.217497 10.556786 -0.199537 -0.3 -1.3 -0.2 -0.097
H -5.625510 -1.292156 -11.444472 0.0 0.0 -0.2 0.070
N -4.126603 -0.417388 0.069278 0.8 -1.7 0.0 0.008
H 3.841752 10.711248 4.171211 0.5 0.5 0.1 0.070
O 7.579369 -4.250119 6.929520 -0.1 0.7 -1.3 -0.207
H 2.461292 9.162646 3.440414 0.0 0.0 0.2 0.136
C 2.474971 1.613032 1.115942 0.5 -0.1 -0.5 -0.212
H -4.527368 2.465712 -11.413806 0.2 0.2 0.0 0.111
C 2.269075 2.493602 -1.031903 0.7 -0.3 0.0 -0.112
H -3.854120 1.765408 -8.111799 -0.4 -1.0 0.0 0.086
C -8.383752 0.365126 0.321522 0.9 -0.6 -0.5 -0.068
H -5.592551 0.483582 1.148109 -0.9 -0.8 0.1 0.126
H -4.511194 2.207009 0.150366 -0.4 0.3 0.2 0.070
H 4.920165 10.857641 2.746561 -0.1 -0.1 -0.1 0.069
C 3.260592 9.331689 2.718854 0.9 2.1 0.5 -0.449
H -6.613113 0.959426 -11.444573 -0.1 0.6 0.2 0.126
H 3.633401 -6.640670 7.132818 0.1 -0.4 0.6 0.073
O 1.830067 1.516536 -0.117000 -0.7 -0.8 -1.7 -0.198
H 4.090863 2.931067 2.728136 -0.3 0.2 -0.5 0.055
O 1.638700 9.705711 0.883727 -0.5 0.3 -0.4 -0.186
C 4.442070 -0.087354 1.105372 -1.3 1.1 -2.2 -0.049
C -5.754495 0.864955 -12.109356 0.0 -3.2 0.6 -0.441
H 3.860325 -0.768835 1.726057 0.6 0.8 1.6 0.073
H 5.457534 2.243639 2.171005 0.4 0.3 1.0 0.054
H -3.793321 2.774894 -9.441940 0.2 0.3 -0.4 0.075
C -1.387108 -8.223479 1.399234 0.9 -1.2 -0.9 -0.207
H -6.570113 -1.061726 -12.983693 -0.4 0.1 0.4 0.060
N -5.904668 1.545120 -13.377276 0.2 -0.3 0.6 0.032
C 6.173387 -4.253793 7.186364 0.0 0.2 0.5 -0.199
H -9.471314 0.433541 0.296648 0.1 0.0 -0.8 0.084
H 1.179894 -10.123195 0.547458 -0.2 -0.2 0.5 0.088
H 7.691778 -2.078379 7.263774 -0.9 -0.2 -1.1 0.080
N 4.498888 2.057100 2.428487 0.7 -1.2 -0.9 0.000
C -5.406015 0.208919 0.109904 -0.4 2.9 -2.3 -0.409
H 2.056097 0.800783 1.709980 0.2 0.1 0.2 0.126
O -0.014661 -8.653611 1.366282 -0.3 -0.1 0.5 -0.189
H -7.984970 1.289039 0.740397 0.0 0.0 0.1 0.081
H 0.680996 9.950296 -0.929210 0.0 -0.5 0.2 0.080
H 7.306920 -6.396022 7.094672 0.4 -0.4 0.0 0.050
C -4.536340 1.376874 -11.364220 -0.8 -1.1 1.8 -0.156
C 4.400131 10.166529 3.409910 -1.3 -0.7 0.3 -0.052
H 0.462017 11.295653 0.067719 0.5 0.5 0.5 0.085
H 2.062476 2.559293 1.466011 0.9 0.4 1.0 0.116
C -6.516311 -0.549536 -0.763768 1.5 -0.2 1.0 -0.216
H -0.270005 -6.187876 2.270958 0.4 0.0 0.1 0.073
O -4.677730 0.991324 -9.926305 -0.2 0.5 -1.5 -0.190
C -5.725538 -0.735924 -12.376519 0.8 2.1 -0.4 -0.040
H -4.888143 -0.884707 -13.058222 0.4 -0.3 0.3 0.064
H 2.383689 11.208091 2.101617 -0.4 0.1 0.4 0.125
H -6.131095 -0.734076 -1.766586 0.4 0.3 0.0 0.125
H 3.319699 2.276429 -1.224583 0.2 0.5 -0.2 0.073
H -3.592916 -8.372946 3.337559 -0.1 -0.2 -0.3 0.072
H 0.155311 -9.307351 -0.558950 -0.3 -0.1 -0.4 0.083
H 9.164647 -2.824508 6.676591 -0.2 -0.6 -0.3 0.086
H 3.458201 -4.978911 7.037447 0.0 0.4 0.2 0.070
H 2.147225 3.496932 -0.623744 0.1 0.2 0.1 0.090
H 4.061932 -5.605656 8.584580 0.3 -0.2 -0.1 0.075
O -7.738379 0.085486 -0.962256 -1.2 0.8 1.3 -0.187
C 2.688517 10.264265 1.649539 0.0 0.5 -0.6 -0.240
C 8.242115 -3.018391 7.223802 -0.2 -0.1 1.8 -0.110
H 4.323069 8.136532 1.501604 0.2 0.0 -0.2 0.077
H 4.535785 2.140989 0.379271 -0.2 -0.9 -0.7 0.110
H 5.339885 -5.699766 5.748990 0.3 -0.2 0.0 0.130
C 4.053537 1.475148 1.094951 -1.5 -0.6 3.1 -0.337
H 5.125580 9.540721 3.929701 -0.1 -0.1 -0.2 0.072
H -4.561519 1.618715 -1.454789 0.1 -0.7 -0.2 0.070
H -1.204587 -8.115561 3.556183 0.1 -0.4 -0.3 0.145
H -3.439795 0.280367 0.317318 0.2 0.0 0.5 0.066
N -1.166183 -6.248991 2.732713 0.8 1.4 0.0 0.026
H -6.847206 1.280757 -13.625973 -0.2 0.6 -0.7 0.074
H -3.811908 -6.941221 2.318331 0.4 0.0 -0.4 0.079
H 2.052838 10.933533 -0.789752 0.2 0.5 0.4 0.085
H 3.452712 10.588718 0.943271 0.6 -0.3 -0.1 0.114
C 4.100032 -5.727436 7.502072 0.3 0.3 -1.6 -0.072
C -1.655556 -7.589033 2.715059 -1.6 0.5 0.5 -0.456
H -5.855174 2.517954 -13.110375 -0.5 0.5 -0.7 0.064
H 8.456413 -3.042870 8.292244 0.7 -0.3 0.3 0.079
C 0.175800 -9.709507 0.453941 0.1 0.7 -0.5 -0.119
C -3.152626 -7.420660 3.041925 0.0 -0.9 1.0 -0.068
C 5.499388 -5.634701 6.825299 0.3 0.9 2.3 -0.383
H -6.052893 2.138459 -0.825668 -0.1 0.4 0.5 0.064
H -3.200526 -6.823404 3.952471 0.0 0.2 -0.1 0.076
C -3.727713 1.715659 -9.193299 0.4 0.7 -0.2 -0.149
H 5.702254 -3.357693 6.782449 -0.2 -0.1 -1.0 0.116
H -2.735494 1.349458 -9.456898 0.3 0.1 0.3 0.086
N 6.377857 -6.720918 7.321333 -0.2 0.3 -1.1 0.032
H -8.133580 -0.480129 0.962660 -0.1 0.1 0.4 0.084
H -1.531197 -7.533564 0.567757 -0.2 0.5 0.0 0.130
H -6.637717 -1.541581 -0.328798 -0.3 -0.2 0.3 0.113
H -1.797860 -5.740648 2.130487 0.0 0.6 0.0 0.070
C -5.136716 1.627902 -0.528948 -0.9 -0.1 -0.2 -0.079
H 2.791396 7.760235 1.867503 0.1 -1.1 -0.5 0.066
H -2.026777 -9.068492 1.144499 -0.2 -0.3 0.4 0.115
H -3.892336 -0.583868 -0.898969 0.0 -0.4 -0.3 0.068
H -3.608781 0.949223 -11.744780 0.1 0.1 -0.1 0.129
```
Positions in Å, forces in eV/Å.